2
Properties=species:S:1:pos:R:3:forces:R:3:lowdin_charge:R:1 method="wB97M-V/def2-TZVPD" homo_ev=-7.84 max_force_ev_per_a=0.715
Na -1.153687 0.564798 0.705585 0.56 -0.28 -0.34 0.41
I 1.153687 -0.564798 -0.705585 -0.56 0.28 0.34 -0.41

***

5
Properties=species:S:1:pos:R:3:forces:R:3:lowdin_charge:R:1 method="wB97M-V/def2-TZVPD" charge=-1 homo_ev="-4.96 / -4.33" max_force_ev_per_a=4.530
O -0.682402 -0.144222 -2.423018 -0.89 2.46 3.30 -0.71
O 0.628932 1.145186 1.738657 -1.33 -0.73 -4.27 -0.71
S -1.163188 1.147657 -0.824609 1.17 -1.60 -2.66 0.32
S 0.448721 0.611445 0.254131 0.31 -0.27 3.92 0.13
I 3.141917 -0.137638 0.073108 0.73 0.14 -0.29 -0.03

***

2
Properties=species:S:1:pos:R:3:forces:R:3:lowdin_charge:R:1 method="wB97M-V/def2-TZVPD" homo_ev="-7.55 / -8.41" max_force_ev_per_a=0.876 multiplicity=5
V 0.446525 1.313970 -0.213320 -0.27 -0.82 0.14 0.24
I -0.446525 -1.313970 0.213320 0.27 0.82 -0.14 -0.24

***

6
Properties=species:S:1:pos:R:3:forces:R:3:lowdin_charge:R:1 method="wB97M-V/def2-TZVPD" charge=-1 homo_ev="-4.25 / -3.81" max_force_ev_per_a=3.379 multiplicity=2
In -18.233810 21.361460 14.317760 -1.56 2.69 -0.48 0.80
P -19.815770 24.541270 13.790810 -1.15 0.74 1.17 -0.04
O -20.907320 25.515750 14.413900 1.95 -2.40 -1.36 -0.41
O -20.262230 23.093240 13.373800 0.44 -0.23 0.28 -0.60
O -18.577820 24.306770 14.694890 0.29 -0.23 -0.31 -0.51
O -19.341300 25.365610 12.491820 0.03 -0.57 0.70 -0.25

***

11
Properties=species:S:1:pos:R:3:forces:R:3:lowdin_charge:R:1 method="wB97M-V/def2-TZVPD" charge=-3 homo_ev=2.64 max_force_ev_per_a=2.717
In -0.446673 -1.595985 0.924635 0.52 1.59 -1.12 0.76
P 0.258097 1.576426 1.926808 1.55 2.05 0.87 -0.12
O 0.740160 3.010738 1.551499 -0.86 -1.15 0.30 -0.51
O -1.011616 1.097054 1.163696 -0.34 -0.59 0.07 -0.42
O 0.177004 1.404291 3.472511 -0.30 -0.38 -1.22 -0.50
O 1.277046 0.552643 1.287130 -0.34 -1.02 -0.03 -0.39
P -0.258928 -1.268024 -2.188726 0.79 0.03 0.43 -0.15
O -0.665187 -2.650868 -1.622734 -0.41 0.23 -0.48 -0.56
O -1.132131 -0.147014 -1.515249 -0.44 -0.48 -0.32 -0.33
O 0.080456 -1.140004 -3.667494 -0.91 -0.34 0.48 -0.45
O 0.981771 -0.839257 -1.332076 0.75 0.06 1.02 -0.33

***

2
Properties=species:S:1:pos:R:3:forces:R:3:lowdin_charge:R:1 method="wB97M-V/def2-TZVPD" charge=-1 homo_ev="2.15 / -4.60" max_force_ev_per_a=0.117 multiplicity=2
N 0.000000 0.000000 0.589725 0.00 0.00 -0.12 -0.50
N 0.000000 0.000000 -0.589725 0.00 0.00 0.12 -0.50

***

8
Properties=species:S:1:pos:R:3:forces:R:3:lowdin_charge:R:1 method="wB97M-V/def2-TZVPD" homo_ev="-9.78 / -9.67" max_force_ev_per_a=2.453
N -1.183302 -0.859929 0.358683 -0.52 0.71 -1.07 -0.30
N 1.317604 0.664245 0.004562 -1.23 -0.13 -0.39 -0.60
O -1.126148 0.824902 -0.774216 0.65 -0.86 0.08 -0.46
O -2.111056 -0.977185 1.057696 0.28 -0.61 0.48 0.19
O 2.494032 0.705507 -0.209584 0.37 0.02 0.29 0.06
O 0.679325 0.644108 1.024295 1.25 0.77 1.17 0.02
O -0.249299 -1.426989 -0.072684 -1.02 -1.61 1.18 0.02
S 0.178844 0.425342 -1.388755 0.23 1.71 -1.74 1.06

***

6
Properties=species:S:1:pos:R:3:forces:R:3:lowdin_charge:R:1 method="wB97M-V/def2-TZVPD" charge=-1 homo_ev="-3.71 / -3.71" max_force_ev_per_a=4.828
N 0.914407 0.634528 0.947394 -0.67 0.28 -1.06 -0.44
O 1.531963 1.707753 1.083309 -0.14 -1.16 0.58 -0.18
O -2.182955 -0.081156 -1.473515 1.84 -0.17 2.78 -0.54
O 0.973101 -0.295834 1.762494 0.44 0.78 0.12 -0.20
O -0.224014 -1.364123 -1.653356 0.19 0.55 2.10 -0.51
S -1.012501 -0.601167 -0.666325 -1.67 -0.28 -4.52 0.86

***

7
Properties=species:S:1:pos:R:3:forces:R:3:lowdin_charge:R:1 method="wB97M-V/def2-TZVPD" charge=-1 homo_ev="-3.09 / -6.06" max_force_ev_per_a=6.181 multiplicity=3
N -0.726000 0.040760 -0.765669 4.72 -1.04 -3.85 -0.39
O 0.804778 -0.048252 1.310791 0.82 -0.07 -0.27 -0.48
O -2.897783 0.388573 0.309196 -4.32 -0.15 -0.46 -0.52
O 1.832345 0.918208 -0.674540 0.20 0.44 -0.51 -0.33
O 1.374169 -1.478816 -0.564180 0.51 -1.29 -0.80 -0.34
S -1.470988 0.343367 0.509179 0.51 1.56 4.70 0.73
S 1.083481 -0.163837 -0.124776 -2.44 0.54 1.19 0.33

***

2
Properties=species:S:1:pos:R:3:forces:R:3:lowdin_charge:R:1 method="wB97M-V/def2-TZVPD" homo_ev=-9.78 max_force_ev_per_a=1.445
O -0.517900 0.033976 0.280863 -1.27 0.08 0.69 0.00
O 0.517900 -0.033976 -0.280863 1.27 -0.08 -0.69 0.00

***

2
Properties=species:S:1:pos:R:3:forces:R:3:lowdin_charge:R:1 method="wB97M-V/def2-TZVPD" homo_ev=-13.03 max_force_ev_per_a=8.544
O 0.000000 0.000000 0.957978 0.00 0.00 -8.54 0.00
O 0.000000 0.000000 -0.957978 0.00 0.00 8.54 0.00

***

6
Properties=species:S:1:pos:R:3:forces:R:3:lowdin_charge:R:1 method="wB97M-V/def2-TZVPD" homo_ev=-11.69 max_force_ev_per_a=4.090
O -2.759508 -0.135885 1.576063 1.78 0.75 -1.62 -0.44
O -2.122423 0.234739 -0.769861 -0.43 -0.06 -2.06 -0.41
O 3.285986 -0.797766 -0.690160 -1.11 0.81 0.28 -0.42
O 0.968311 0.109276 -0.347117 0.52 -0.31 -0.12 -0.50
S -1.763901 0.302913 0.582958 -1.54 -0.66 3.73 0.87
S 2.391537 0.286724 -0.351882 0.78 -0.52 -0.21 0.90

***

Please write out number 1 again, unchanged.
2
Properties=species:S:1:pos:R:3:forces:R:3:lowdin_charge:R:1 method="wB97M-V/def2-TZVPD" homo_ev=-7.84 max_force_ev_per_a=0.715
Na -1.153687 0.564798 0.705585 0.56 -0.28 -0.34 0.41
I 1.153687 -0.564798 -0.705585 -0.56 0.28 0.34 -0.41

***

Repeat the fifth record exactly.
11
Properties=species:S:1:pos:R:3:forces:R:3:lowdin_charge:R:1 method="wB97M-V/def2-TZVPD" charge=-3 homo_ev=2.64 max_force_ev_per_a=2.717
In -0.446673 -1.595985 0.924635 0.52 1.59 -1.12 0.76
P 0.258097 1.576426 1.926808 1.55 2.05 0.87 -0.12
O 0.740160 3.010738 1.551499 -0.86 -1.15 0.30 -0.51
O -1.011616 1.097054 1.163696 -0.34 -0.59 0.07 -0.42
O 0.177004 1.404291 3.472511 -0.30 -0.38 -1.22 -0.50
O 1.277046 0.552643 1.287130 -0.34 -1.02 -0.03 -0.39
P -0.258928 -1.268024 -2.188726 0.79 0.03 0.43 -0.15
O -0.665187 -2.650868 -1.622734 -0.41 0.23 -0.48 -0.56
O -1.132131 -0.147014 -1.515249 -0.44 -0.48 -0.32 -0.33
O 0.080456 -1.140004 -3.667494 -0.91 -0.34 0.48 -0.45
O 0.981771 -0.839257 -1.332076 0.75 0.06 1.02 -0.33